69
Properties=species:S:1:pos:R:3:forces:R:3:nbo_charge:R:1 method="wB97M-V/def2-TZVPD" max_force_ev_per_a=0.12 homo_lumo_gap_ev=6.6
Au 0.364 -0.469 0.711 -0.0217 -0.0172 0.0428 0.942
O -2.916 -5.613 3.719 0.0014 0.0113 -0.0087 -0.548
C -2.320 -4.720 3.193 -0.0136 0.0046 0.0105 0.212
S -1.667 -3.315 4.071 0.0156 -0.0166 0.0151 0.328
C -0.974 -2.529 2.671 -0.0208 0.0257 0.0170 -0.430
C -1.107 -3.132 1.488 -0.0365 0.0144 -0.0298 -0.406
S -0.499 -2.492 -0.019 0.0414 -0.0174 -0.0084 -0.145
S -1.984 -4.644 1.447 -0.0037 -0.0011 -0.0140 0.340
S -0.212 -0.968 2.889 0.0109 -0.0432 -0.0050 -0.184
C 1.231 3.478 -0.730 -0.0002 0.0100 0.0048 -0.615
C 0.661 3.206 0.656 0.0017 0.0090 0.0109 -0.723
As 1.406 1.605 1.474 -0.0197 0.0219 0.0014 1.079
C 1.317 1.900 3.403 0.0002 0.0019 -0.0043 -0.719
C 1.306 3.359 3.848 -0.0015 0.0007 -0.0008 -0.620
C 3.301 1.622 1.056 -0.0011 -0.0156 0.0064 -0.728
C 4.054 2.812 1.637 0.0025 0.0032 -0.0011 -0.622
H 0.706 4.314 -1.194 0.0027 -0.0020 -0.0021 0.222
H 1.125 2.604 -1.369 0.0018 -0.0218 -0.0219 0.230
H 2.290 3.735 -0.683 -0.0032 -0.0047 -0.0038 0.206
H -0.419 3.051 0.619 0.0051 -0.0008 0.0035 0.243
H 0.852 4.040 1.331 -0.0004 -0.0060 0.0021 0.229
H 2.173 1.361 3.814 -0.0042 -0.0033 0.0014 0.237
H 0.425 1.389 3.763 0.0058 0.0060 0.0002 0.253
H 2.148 3.926 3.454 -0.0027 0.0012 0.0007 0.208
H 1.355 3.407 4.937 0.0005 -0.0015 -0.0001 0.228
H 0.388 3.860 3.543 0.0007 0.0004 0.0023 0.211
H 3.377 1.580 -0.030 -0.0013 -0.0058 -0.0291 0.258
H 3.695 0.676 1.429 -0.0002 0.0011 -0.0017 0.247
H 3.628 3.764 1.313 0.0022 -0.0032 -0.0005 0.204
H 5.093 2.789 1.306 0.0000 -0.0008 0.0002 0.230
H 4.057 2.798 2.727 0.0002 -0.0005 -0.0034 0.208
C -0.764 -1.388 -3.291 -0.0162 0.0087 -0.0276 -1.154
Si -0.350 0.220 -2.425 0.0112 0.0230 0.0757 1.853
C -1.820 0.962 -1.539 0.0432 0.0052 0.0204 -1.162
C 0.106 1.394 -3.823 -0.0129 -0.0252 -0.0251 -1.144
N 0.914 0.028 -1.229 0.0220 0.0221 -0.0864 -1.194
C 2.246 -0.272 -1.556 -0.0109 0.0228 0.0436 0.251
C 2.955 0.530 -2.465 -0.0110 0.0141 0.0061 -0.316
C 4.288 0.283 -2.755 0.0096 -0.0064 0.0126 -0.185
C 4.970 -0.756 -2.137 0.0041 0.0040 -0.0060 -0.264
C 4.284 -1.556 -1.235 -0.0115 -0.0061 -0.0072 -0.180
C 2.944 -1.329 -0.956 0.0216 0.0010 0.0115 -0.316
H -1.415 -1.194 -4.149 0.0019 -0.0016 -0.0041 0.235
H -1.253 -2.118 -2.648 0.0042 -0.0060 0.0098 0.245
H 0.155 -1.843 -3.671 -0.0095 -0.0077 -0.0012 0.244
H -2.671 1.042 -2.220 -0.0106 -0.0097 -0.0051 0.243
H -1.576 1.977 -1.209 -0.0105 -0.0114 -0.0083 0.225
H -2.142 0.392 -0.664 -0.0029 0.0065 -0.0093 0.260
H -0.799 1.543 -4.421 -0.0008 0.0044 0.0009 0.241
H 0.862 0.967 -4.484 -0.0006 0.0070 -0.0002 0.240
H 0.446 2.378 -3.498 -0.0029 0.0067 0.0150 0.227
H 2.458 1.371 -2.928 0.0182 -0.0071 0.0045 0.217
H 4.802 0.924 -3.461 -0.0029 0.0012 -0.0013 0.210
H 6.013 -0.940 -2.357 -0.0002 0.0006 -0.0001 0.213
H 4.790 -2.381 -0.749 -0.0004 0.0008 0.0017 0.212
H 2.424 -1.987 -0.272 -0.0080 -0.0016 0.0013 0.223
Se -4.067 -0.596 2.845 -0.0101 0.0995 0.0345 0.962
N -3.421 -0.770 1.206 -0.0471 -0.0110 -0.0284 -0.637
C -4.192 -1.646 0.589 0.0047 -0.0278 0.0410 0.077
C -4.002 -2.082 -0.763 0.0135 0.0212 0.0017 -0.152
C -4.849 -3.004 -1.272 -0.0021 -0.0195 0.0061 -0.219
C -5.927 -3.554 -0.493 0.0041 0.0011 -0.0019 -0.199
C -6.152 -3.168 0.783 -0.0076 0.0117 0.0002 -0.203
C -5.286 -2.189 1.370 -0.0054 0.0054 -0.0133 0.094
N -5.403 -1.733 2.603 0.0879 -0.0644 -0.0407 -0.609
H -3.178 -1.674 -1.333 -0.0290 -0.0149 -0.0050 0.221
H -4.718 -3.352 -2.289 0.0035 0.0022 -0.0040 0.217
H -6.567 -4.297 -0.951 -0.0006 0.0005 -0.0003 0.217
H -6.958 -3.578 1.376 0.0019 0.0008 0.0043 0.229

=====

71
Properties=species:S:1:pos:R:3:forces:R:3:lowdin_spin:R:1 method="wB97M-V/def2-TZVPD" s_squared=16.05 spin_multiplicity=8 total_charge=+3 max_force_ev_per_a=2.80 homo_lumo_gap_ev="6.3 / 4.3"
Gd -0.084 -0.078 -0.398 -0.7556 0.3426 2.6709 6.831
P 0.963 -0.569 2.494 0.1820 -0.2632 1.0037 -0.005
P -2.244 1.452 0.879 -1.6125 0.6212 0.1324 0.057
P 1.444 2.140 0.323 1.1427 1.5190 -0.0256 0.041
H 1.112 -1.567 -2.658 0.2112 0.2999 0.5837 0.001
C 1.825 -0.978 -2.051 1.3159 -0.8440 0.7148 -0.006
C 2.269 -1.469 -0.859 0.2536 -0.2660 -1.4997 -0.005
H 1.841 -2.414 -0.482 0.2266 0.4580 -0.1045 0.001
C 0.701 -2.173 3.353 -0.0650 -0.2810 -0.2633 -0.001
C 0.266 0.516 3.819 -0.0952 0.1740 -0.3798 0.003
C 2.775 -0.396 2.801 -0.1877 0.0234 -0.2406 0.001
C -3.283 2.185 -0.460 0.4785 -0.2278 -0.3466 0.007
C -3.494 0.387 1.702 -0.0384 -0.3299 0.0175 0.010
C -2.209 2.880 2.028 0.4271 0.1131 0.0629 0.015
C 3.221 1.993 -0.117 -0.1305 -0.4454 -0.1185 0.007
C 1.584 3.126 1.858 -0.2654 -0.2230 0.2926 0.013
C 0.913 3.480 -0.816 -0.3128 -0.2143 -0.4037 0.009
H 2.248 -0.081 -2.539 -0.1269 -0.5578 0.3343 0.001
H 3.165 -1.092 -0.346 -0.6381 0.1531 -0.1239 0.001
H 1.045 -3.002 2.721 0.0217 0.1292 0.2144 0.000
H -0.366 -2.327 3.560 0.2324 0.0931 -0.0038 0.000
H 1.267 -2.171 4.300 -0.2824 -0.0406 -0.3564 0.000
H -0.826 0.384 3.859 0.3439 0.0129 0.0937 0.000
H 0.482 1.572 3.610 -0.0964 -0.3420 0.2044 0.000
H 0.712 0.229 4.784 -0.1922 0.1327 -0.3296 0.001
H 3.311 -1.070 2.120 0.0212 0.1105 0.2815 0.000
H 2.977 -0.681 3.848 0.0359 0.1937 -0.4619 0.000
H 3.115 0.629 2.613 -0.0276 -0.3092 0.1606 0.000
H -4.180 2.611 -0.002 0.0720 -0.0719 -0.0737 0.002
H -3.570 1.411 -1.190 0.0288 0.3301 0.2036 0.000
H -2.732 2.989 -0.976 -0.2193 -0.2818 0.1286 0.000
H -4.457 0.920 1.745 0.3472 -0.0648 -0.0178 0.002
H -3.192 0.151 2.731 0.0004 -0.0010 -0.2360 0.000
H -3.640 -0.544 1.135 0.0524 0.3211 0.1812 0.000
H -3.235 3.243 2.183 0.2016 -0.2141 -0.1189 0.003
H -1.631 3.706 1.586 -0.1147 -0.2291 0.2536 0.000
H -1.799 2.592 3.003 0.0076 0.1722 -0.2565 0.000
H 3.573 3.007 -0.333 0.1576 -0.2576 0.0373 0.002
H 3.343 1.357 -1.006 0.1271 0.3253 0.2114 0.000
H 3.797 1.556 0.712 -0.1709 0.1876 -0.3189 0.000
H 2.096 4.059 1.585 -0.1152 -0.2200 0.1421 0.003
H 2.164 2.597 2.627 -0.1839 0.2638 -0.2512 0.000
H 0.583 3.357 2.248 0.3736 0.0436 -0.0471 0.000
H 1.734 4.208 -0.870 -0.3544 -0.0616 -0.0359 0.002
H 0.001 3.961 -0.433 0.2843 -0.0376 -0.0547 0.000
H 0.678 3.077 -1.818 0.3973 0.4381 0.5576 0.001
C 0.055 0.668 -4.784 -0.6552 0.9313 -1.2093 -0.002
C 1.026 -0.260 -5.147 0.3189 -0.2128 0.7004 0.000
C 1.479 -0.333 -6.469 -0.1233 0.1365 -0.4660 0.000
C 0.929 0.483 -7.463 -0.1522 0.1396 0.2748 0.000
C -0.104 1.361 -7.115 0.2351 -0.2069 -0.0393 0.000
C -0.531 1.450 -5.791 -0.0308 0.1377 0.3487 0.000
Se -0.731 1.189 -2.984 1.0651 -2.2315 -1.0695 -0.011
H -0.252 -0.177 -2.439 -0.9909 0.9366 -1.7080 -0.006
H 1.456 -0.951 -4.433 0.0301 0.1657 -0.2548 0.000
H 2.273 -1.037 -6.756 -0.4551 0.2619 0.3872 0.000
H 1.293 0.443 -8.498 -0.1941 -0.0587 0.5733 0.000
H -0.578 1.983 -7.877 0.1343 -0.1652 0.2915 0.000
H -1.326 2.143 -5.530 0.0491 -0.0182 -0.1626 0.000
S -1.703 -2.203 -0.313 -0.1605 -0.6568 -0.0455 0.014
C -1.616 -3.404 0.921 -0.0211 -1.2294 1.7128 0.002
N -2.490 -3.516 1.952 0.6700 0.8096 -1.4312 0.003
C -2.177 -4.633 2.833 -0.7004 -0.1320 0.6242 0.000
C -0.960 -5.266 2.182 0.5097 -0.7157 0.1043 0.000
N -0.696 -4.392 1.041 -0.6437 1.3628 -0.5961 0.001
H -3.313 -2.930 2.040 0.2890 -0.2009 -0.0668 0.000
H -3.021 -5.324 2.886 0.0604 0.0999 0.0061 0.000
H -1.969 -4.278 3.847 -0.0420 -0.0110 -0.1596 0.000
H -1.164 -6.286 1.842 0.1020 0.1689 0.0249 0.000
H -0.110 -5.290 2.875 -0.1133 -0.0050 -0.3150 0.000
H -0.035 -4.606 0.309 -0.1384 0.0187 0.0612 0.000

=====

65
Properties=species:S:1:pos:R:3:forces:R:3:nbo_charge:R:1 method="wB97M-V/def2-TZVPD" total_charge=+1 max_force_ev_per_a=8.22 homo_lumo_gap_ev=5.1
C -9.388 1.461 4.179 -0.7597 -0.4633 0.2572 -0.283
O -8.613 0.218 3.942 0.3462 1.9527 -1.2212 -0.569
C -7.858 0.301 2.664 -0.5217 -0.5550 0.2029 -0.080
C -6.721 -0.896 2.735 -0.0457 0.2689 1.0960 -0.440
C -5.245 -0.464 2.166 0.0289 -2.2826 -0.6322 -0.422
C -5.160 -1.042 0.601 -1.1027 1.2353 0.0462 -0.432
C -4.374 0.017 -0.374 -0.4543 -0.7780 -0.5667 -0.419
C -2.854 -0.428 -0.798 -0.0487 0.5440 -0.6881 -0.437
C -1.803 -0.589 0.452 -2.5409 -1.7074 0.4748 -0.296
N -0.434 -0.011 0.050 -0.1626 -2.3088 -0.8887 -0.530
N -0.176 1.200 0.675 -1.1294 6.9451 -4.2591 -0.400
C -0.499 2.223 -0.222 -1.9174 1.8062 2.9279 0.191
S -1.218 3.679 -0.816 3.1977 -5.8847 2.0542 0.341
P 0.928 -1.141 0.473 4.5034 -6.4775 -0.7899 2.268
O 0.671 -2.621 -0.023 0.2871 6.2452 2.1258 -0.955
O 1.354 -1.108 2.161 -2.0965 1.8219 -3.6308 -0.887
O 2.316 -0.514 -0.441 -4.4385 0.6544 1.6193 -0.901
H -10.192 1.182 5.008 1.6963 0.6158 -1.9174 0.215
H -8.736 2.346 4.616 -1.0961 -1.7941 -1.1489 0.184
H -9.925 1.743 3.164 0.9821 -0.2518 2.1805 0.182
H -8.650 0.126 1.793 1.7854 0.3551 1.6068 0.183
H -7.416 1.380 2.547 -0.5155 -2.0284 0.2084 0.173
H -7.131 -1.886 2.210 1.0586 2.2598 1.0452 0.224
H -6.574 -1.165 3.886 -0.5932 0.6991 -2.4615 0.243
H -4.449 -1.113 2.774 -1.5689 1.7496 -1.0665 0.207
H -5.001 0.679 2.227 -0.6214 -2.2010 -0.0468 0.210
H -6.293 -1.055 0.230 2.5353 -0.0554 0.6690 0.227
H -4.780 -2.148 0.543 -0.5315 2.1928 0.1432 0.224
H -5.004 0.078 -1.379 1.5584 -0.0029 2.0337 0.243
H -4.415 1.069 0.139 0.3546 -1.9371 -1.0792 0.216
H -2.460 0.410 -1.549 -0.6442 -1.6075 1.5791 0.206
H -2.854 -1.436 -1.431 -0.0766 2.1398 1.5195 0.256
H -1.692 -1.742 0.659 0.1907 2.2990 -0.4592 0.288
H -2.199 -0.119 1.473 1.2237 -0.5558 -2.4210 0.275
H -0.372 0.081 -1.008 -0.4060 -0.5660 1.1788 0.466
H 1.059 -0.255 2.603 0.6023 -1.0826 -0.5974 0.524
H 2.009 0.282 -0.975 0.9153 -1.1046 0.6312 0.504
O 8.236 -4.447 -1.367 -2.2630 1.2544 0.3926 -0.564
C 7.088 -4.043 -1.187 1.9728 -0.9255 -0.1431 0.792
O 6.859 -2.735 -0.930 0.2832 0.3213 -0.2579 -0.510
C 5.554 -2.128 -0.884 -0.0324 -0.1996 0.1723 -0.064
C 4.923 -2.304 0.483 0.0030 -0.1545 0.2453 -0.635
C 5.936 -5.001 -1.160 -0.4200 -0.2256 -0.5241 -0.745
H 4.919 -2.499 -1.694 0.0657 -0.0754 0.0994 0.183
H 5.703 -1.060 -1.074 0.2540 -0.2281 -0.0429 0.188
H 4.770 -3.359 0.725 -0.0593 0.0844 -0.0893 0.215
H 3.956 -1.795 0.530 0.2543 -0.1083 -0.0089 0.204
H 5.575 -1.893 1.261 -0.0795 0.0198 -0.1703 0.221
H 5.874 -5.460 -0.169 0.0129 0.0523 -0.1382 0.248
H 6.114 -5.779 -1.908 0.1551 0.0559 0.3145 0.254
H 4.979 -4.549 -1.414 -0.0367 0.0433 0.2100 0.212
O 3.550 1.036 -3.625 0.3838 1.8309 1.3725 -0.589
C 4.088 1.995 -3.073 -0.3846 -1.2630 -1.1341 0.798
O 3.335 2.961 -2.500 -0.5867 -0.5612 0.2125 -0.527
C 3.857 4.023 -1.678 0.2622 0.3333 -0.1231 -0.068
C 4.341 5.179 -2.530 0.0433 0.0298 -0.1947 -0.640
C 5.578 2.155 -3.102 0.4169 -0.2433 0.4699 -0.750
H 4.625 3.650 -0.995 -0.0052 -0.0398 -0.1663 0.184
H 3.026 4.363 -1.051 -0.0217 -0.2682 -0.1991 0.188
H 5.161 4.881 -3.188 -0.0103 0.0330 0.1579 0.217
H 4.685 6.004 -1.900 -0.0490 -0.1066 -0.0625 0.229
H 3.534 5.542 -3.176 0.0692 -0.0414 0.1913 0.223
H 5.871 2.606 -4.055 -0.0370 -0.0769 0.1257 0.261
H 6.036 1.166 -3.014 -0.1505 0.1432 -0.2907 0.257
H 5.975 2.748 -2.280 -0.0349 0.1755 -0.1439 0.221

=====

7
Properties=species:S:1:pos:R:3:forces:R:3:nbo_charge:R:1 method="wB97M-V/def2-TZVPD" max_force_ev_per_a=1.80 homo_lumo_gap_ev=7.2
S -1.198 1.224 0.273 -0.1919 0.6208 0.0567 0.134
N -1.471 -0.289 -0.218 -0.4866 0.9800 0.7358 -0.750
S -2.904 -1.048 -0.134 0.6788 -0.4554 -0.4259 0.162
H -0.569 -0.681 -0.511 -0.3028 -0.9185 -0.2661 0.439
C 2.000 0.341 0.226 -0.2389 -1.6110 -0.7752 0.152
N 1.394 -0.515 -0.240 0.2059 0.5207 0.2399 -0.370
H 2.748 0.967 0.603 0.3355 0.8633 0.4347 0.233